[1]
The following is a DFT calculation (ωB97M-V with the def2-TZVPD basis set) of an isolated molecule of C6H12O.

```
19
Properties=species:S:1:pos:R:3:forces:R:3:nbo_charge:R:1
O 0.80765 -0.28051 -1.59105 0.017 -0.090 -0.075 -0.54
C 1.91455 0.00983 -0.74966 0.225 0.054 0.121 -0.06
C -0.43324 0.04547 -0.97174 -0.236 0.063 0.060 0.11
C -0.07731 0.74380 0.36053 -0.006 0.051 -0.022 -0.24
C -1.30755 -1.20436 -0.90898 -0.010 -0.015 0.051 -0.63
C 1.35832 0.28017 0.65006 -0.033 -0.030 0.003 -0.43
C -1.06691 0.52228 1.49875 -0.025 -0.022 0.042 -0.60
H 1.37398 -0.62529 1.26974 -0.103 0.082 -0.154 0.20
H -1.03791 -0.51574 1.84941 -0.013 0.148 -0.054 0.21
H -1.29126 -1.69040 -1.89015 0.013 0.097 0.150 0.23
H 2.45922 0.88208 -1.14082 -0.132 -0.087 0.052 0.16
H -0.95734 0.77500 -1.60499 0.127 -0.103 -0.059 0.17
H -0.96354 -1.93300 -0.16667 0.037 0.135 -0.083 0.20
H 2.59594 -0.84852 -0.77701 -0.081 0.148 0.019 0.18
H 1.93087 1.05042 1.17930 -0.079 -0.177 -0.083 0.22
H -2.09643 0.74120 1.19093 0.180 0.006 0.033 0.21
H -0.03020 1.81792 0.13940 -0.037 -0.110 0.058 0.20
H -0.83059 1.17171 2.34787 -0.015 -0.108 -0.087 0.21
H -2.34825 -0.94205 -0.68494 0.173 -0.039 0.030 0.21
```
Positions in Å, forces in eV/Å.

The calculation puts the total energy at -8463.9207 eV. As for the multiplicity: 1. The structure (SMILES) is C[C@@H]1OCC[C@@H]1C. The net charge is 0.


[2]
The following is a DFT calculation (ωB97M-V with the def2-TZVPD basis set) of an isolated molecule of C6H12O.

```
19
Properties=species:S:1:pos:R:3:forces:R:3:nbo_charge:R:1
O -0.68098 1.93436 1.11173 -0.206 0.528 -0.263 -0.72
C -0.60513 -1.23095 -1.02537 -0.011 -0.018 -0.055 -0.60
C -1.47448 -0.30282 1.09243 -0.114 -0.179 0.301 -0.44
C -0.32343 -0.26831 0.10714 0.136 -0.097 0.101 -0.08
C 1.13110 -0.11413 0.50895 0.010 -0.094 0.154 -0.40
C -1.21778 0.92320 0.29479 0.472 -0.346 -0.117 0.08
C 2.03598 0.18499 -0.69134 0.002 -0.014 -0.025 -0.60
H 1.21429 0.71603 1.21590 -0.043 -0.223 -0.001 0.23
H -1.78908 1.21597 -0.56552 -0.536 0.322 -0.012 0.18
H -1.29729 -0.14824 2.15021 0.073 -0.103 -0.029 0.23
H 0.04659 -1.12500 -1.89696 -0.080 0.062 0.138 0.21
H -2.29900 -0.96927 0.85068 0.133 0.137 0.065 0.21
H -0.88428 2.78723 0.72526 0.039 0.110 -0.054 0.48
H -1.64543 -1.15297 -1.36320 0.166 -0.009 0.038 0.21
H 1.64152 1.02741 -1.27409 0.065 -0.112 0.105 0.20
H 1.47197 -1.02095 1.02140 0.040 0.049 -0.043 0.20
H 3.04870 0.44802 -0.36481 -0.184 -0.067 -0.046 0.21
H -0.46984 -2.22796 -0.59231 -0.017 -0.096 -0.356 0.21
H 2.11205 -0.67573 -1.36433 0.055 0.151 0.098 0.20
```
Positions in Å, forces in eV/Å.

The calculation puts the total energy at -8462.9773 eV. As for the multiplicity: 1. The structure (SMILES) is CC[C@@]1(C)C[C@H]1O. The net charge is 0.


[3]
The following is a DFT calculation (ωB97M-V with the def2-TZVPD basis set) of an isolated molecule of C6H12O.

```
19
Properties=species:S:1:pos:R:3:forces:R:3:nbo_charge:R:1
O -0.66606 -1.90211 1.03676 -0.187 -0.098 -0.129 -0.70
C -0.68321 0.95357 0.39746 0.014 0.023 0.077 -0.39
C 1.32345 -0.50403 1.21204 0.138 0.035 0.128 -0.43
C 0.45203 -1.38018 0.37591 0.253 0.022 -0.152 0.08
C 1.33790 0.51566 -1.14336 0.000 -0.023 -0.047 -0.60
C -1.89598 0.68325 -0.49669 -0.017 -0.019 -0.065 -0.60
C 0.53109 0.09594 0.07072 -0.060 0.054 -0.042 -0.08
H -2.72965 1.34371 -0.23482 0.135 -0.070 -0.059 0.21
H 1.70481 1.54279 -1.02216 -0.068 -0.144 -0.007 0.21
H -0.39975 2.01183 0.31374 0.000 -0.151 0.042 0.20
H -0.97376 0.78950 1.44020 0.046 0.000 -0.130 0.22
H -1.34849 -2.07122 0.37528 0.090 -0.012 0.161 0.47
H 0.75521 0.47235 -2.07131 0.027 0.010 0.145 0.21
H 0.97330 -0.32569 2.22508 0.008 -0.005 -0.155 0.23
H -1.67180 0.83208 -1.55884 0.003 -0.003 0.151 0.20
H 0.92993 -2.06748 -0.32564 -0.060 0.112 0.135 0.17
H 2.40204 -0.59169 1.10814 -0.175 0.031 0.007 0.21
H -2.24986 -0.34532 -0.36968 0.022 0.171 -0.062 0.19
H 2.21581 -0.12869 -1.27113 -0.168 0.067 0.000 0.21
```
Positions in Å, forces in eV/Å.

The calculation puts the total energy at -8463.2486 eV. As for the multiplicity: 1. The structure (SMILES) is CC[C@@]1(C)C[C@H]1O. The net charge is 0.


[4]
The following is a DFT calculation (ωB97M-V with the def2-TZVPD basis set) of an isolated molecule of C6H12O.

```
19
Properties=species:S:1:pos:R:3:forces:R:3:nbo_charge:R:1
O 0.19671 -1.51409 0.26741 0.067 0.006 0.023 -0.54
C 1.08760 0.75877 -1.20771 0.207 -0.075 -0.061 -0.40
C 0.42933 1.50871 1.20117 0.050 0.012 0.015 -0.60
C -0.41690 -2.73779 0.56380 -0.108 -0.294 0.072 -0.25
C -0.10608 1.66098 -1.32790 -0.138 0.119 -0.080 -0.41
C -0.72351 -0.46345 0.05927 -0.156 0.214 -0.088 -0.05
C 0.07657 0.80961 -0.09920 -0.014 -0.046 0.066 -0.09
H -0.88007 1.40284 -2.04613 0.113 -0.014 0.130 0.21
H -1.33553 -0.67262 -0.83447 0.122 0.028 0.063 0.17
H 1.36505 2.07063 1.11077 -0.149 -0.040 -0.001 0.21
H -1.20300 -2.99275 -0.16545 0.120 0.067 0.088 0.16
H -0.35777 2.21188 1.50103 0.085 -0.147 -0.025 0.21
H 1.11123 -0.14632 -1.80801 -0.024 0.160 0.083 0.22
H 2.06552 1.19258 -1.02368 -0.148 0.026 -0.034 0.21
H 0.05087 2.73139 -1.21276 -0.033 -0.191 0.018 0.21
H 0.55604 0.77682 2.00556 0.060 0.084 -0.101 0.22
H -1.41392 -0.38728 0.91625 0.081 0.007 -0.092 0.17
H -0.86350 -2.72913 1.56984 0.010 -0.022 -0.130 0.16
H 0.35860 -3.50788 0.52280 -0.144 0.104 0.054 0.19
```
Positions in Å, forces in eV/Å.

The calculation puts the total energy at -8462.7733 eV. As for the multiplicity: 1. The structure (SMILES) is COCC1(C)CC1. The net charge is 0.


Number 1: frontier orbital gap 10.5 eV. Number 2: frontier orbital gap 10.0 eV. Number 3: frontier orbital gap 10.3 eV. Number 4: frontier orbital gap 10.9 eV.